Record 1
DFT (ωB97M-V with the def2-TZVPD basis set) results for the ion C7H5BrF3N2O2 with charge -1.

Calculated values
* HOMO energy: -5.3 eV
* molecular weight: 286.03 g mol⁻¹
* orbital gap: 8.558 eV
* DFT total energy: -92612.0062 eV
* SMILES: O=C([O-])N[C@@]1(Br)N=CCC=C1C(F)(F)F
* energy above the lowest of the compared OMol25 structures with the same formula, charge and spin: 0.000 eV

The geometry in ORCA input format:
```
! wB97M-V def2-TZVPD RIJCOSX def2/J DEFGRID3
* xyz -1 1
Br -1.754 2.318 0.226
F -1.248 -1.725 -1.998
F -1.828 0.283 -2.396
F -2.608 -0.719 -0.669
O -1.256 -2.128 2.735
O -0.522 -2.100 0.616
N 0.777 1.500 1.201
N -1.066 -0.121 1.658
C -1.494 -0.563 -1.373
C 0.874 -0.040 -1.244
C -0.942 -1.660 1.668
C -0.535 0.615 0.683
C 2.120 0.506 -0.637
C -0.304 -0.039 -0.619
C 1.838 1.355 0.568
H 2.676 1.095 -1.377
H -1.145 0.306 2.570
H 0.956 -0.490 -2.223
H 2.773 -0.320 -0.329
H 2.690 1.926 0.942
*
```

Here are the Löwdin charges for atoms 1 to 8, given in e: 0.48, 0.13, 0.08, 0.14, 0.01, 0.02, 0.08, 0.08

Record 2
DFT (ωB97M-V with the def2-TZVPD basis set) results for a cluster of 4 separate species, C3H12O4 in total.

Calculated values
* HOMO energy (alpha / beta): 0.0 / -3.6 eV
* molecular weight: 112.12 g mol⁻¹
* orbital gap (alpha / beta): 3.857 / 7.409 eV
* expectation value of S²: 0.753
* DFT total energy: -11494.7625 eV
* energy above the lowest of the compared OMol25 structures with the same formula, charge and spin: 0.607 eV

The geometry in ORCA input format:
```
! wB97M-V def2-TZVPD RIJCOSX def2/J DEFGRID3
* xyz -1 2
O -0.352 1.488 1.805
O 1.926 2.889 -0.075
O -1.886 -1.448 2.746
O 0.568 -1.549 1.082
C -0.315 -0.126 -2.207
C 0.746 -0.859 0.018
C 0.319 -1.249 -1.387
H -0.432 -2.041 -1.285
H -1.182 -1.978 2.302
H -2.607 -2.064 2.500
H -0.022 1.004 2.558
H -0.606 0.800 1.140
H 1.178 -1.673 -1.921
H -0.915 -0.494 -3.035
H 1.239 2.629 0.568
H -0.868 0.624 -1.631
H 1.369 0.059 0.116
H 0.451 0.507 -2.668
H 1.390 3.478 -0.625
*
```

Here are the Löwdin charges for atoms 1 to 8, given in e: -0.10, -0.09, -0.11, -0.24, -0.17, -0.45, -0.30, 0.09

Record 3
DFT (ωB97M-V with the def2-TZVPD basis set) results for a cluster of 6 separate species, C28H26F4N2 in total.

Calculated values
* HOMO energy: -9.1 eV
* molecular weight: 466.52 g mol⁻¹
* orbital gap: 9.713 eV
* DFT total energy: -43307.0462 eV
* SMILES: Fc1ccccc1.Fc1ccccc1.Fc1ccccc1.Fc1ccccc1.CC#N.CC#N
* energy above the lowest of the compared OMol25 structures with the same formula, charge and spin: 0.000 eV

The geometry in ORCA input format:
```
! wB97M-V def2-TZVPD RIJCOSX def2/J DEFGRID3
* xyz 0 1
F 0.507 -2.214 -5.180
F -2.443 0.594 1.700
F 0.490 -2.512 -0.743
F -1.876 6.482 4.370
N -2.186 2.404 -0.848
N 2.447 1.338 -1.611
C -1.502 1.487 -0.767
C -2.082 -0.991 5.473
C -1.355 -1.521 4.415
C 2.701 -3.081 -5.312
C -2.517 5.564 0.432
C 1.065 3.314 -2.553
C -1.780 7.093 2.110
C -2.297 0.093 2.940
C 1.685 -4.465 -1.321
C -2.503 4.892 2.744
C 2.135 -1.390 -3.696
C -1.440 -0.967 3.149
C 2.095 -5.749 -0.978
C 0.736 -5.676 0.990
C 3.998 -3.082 -4.812
C 1.662 -6.333 0.191
C -2.012 6.803 0.782
C -2.982 0.672 3.983
C -2.047 6.145 3.072
C -0.600 0.350 -0.689
C 3.434 -1.389 -3.215
C 1.778 -2.236 -4.728
C 0.334 -4.379 0.676
C -2.882 0.123 5.248
C 1.860 2.238 -2.007
C -2.772 4.610 1.403
C 0.825 -3.798 -0.473
C 4.363 -2.261 -3.752
H 1.362 -0.814 -3.201
H 4.759 -3.698 -5.275
H -3.208 3.655 1.157
H 0.324 2.966 -3.266
H 1.981 -4.011 -2.257
H -0.342 -3.836 1.324
H -0.284 0.109 -1.703
H 3.692 -0.693 -2.429
H -1.426 8.058 2.453
H -2.715 5.319 -0.605
H -3.404 0.602 6.067
H -3.639 1.503 3.751
H 1.678 4.088 -3.015
H 1.993 -7.320 0.489
H -2.755 4.146 3.488
H -2.010 -1.401 6.471
H 0.354 -6.142 1.888
H -1.160 -0.517 -0.341
H 0.544 3.827 -1.737
H 5.362 -2.345 -3.346
H -0.718 -2.377 4.597
H 0.264 0.515 -0.058
H 2.764 -6.269 -1.651
H -1.797 7.577 0.058
H -0.897 -1.452 2.346
H 2.437 -3.645 -6.199
*
```

Here are the Löwdin charges for atoms 1 to 8, given in e: 0.06, 0.05, 0.04, 0.05, 0.16, 0.16, -0.27, -0.09

Record 4
DFT (ωB97M-V with the def2-TZVPD basis set) results for a structure of composition C27H42ClI2N5O4.

Calculated values
* HOMO energy: -8.5 eV
* molecular weight: 789.93 g mol⁻¹
* orbital gap: 8.047 eV
* DFT total energy: -73043.1764 eV

The geometry in ORCA input format:
```
! wB97M-V def2-TZVPD RIJCOSX def2/J DEFGRID3
* xyz 0 1
I 5.560 1.172 -2.652
I 1.959 0.677 -2.717
Cl 3.068 5.144 -0.955
O -3.742 -0.406 2.879
O -1.258 1.454 0.168
O 1.205 3.356 -1.251
O 0.704 -2.827 -6.882
N 2.042 -1.650 -0.230
N 0.420 -1.985 2.058
N -0.699 3.339 1.347
N 3.134 -2.055 -5.493
N -5.120 -1.270 5.277
C 2.524 3.117 0.768
C 3.088 0.826 -0.949
C -2.596 -1.158 2.502
C 2.090 3.693 -0.545
C -1.640 2.371 0.843
C -2.053 5.531 1.279
C 1.761 -0.604 0.590
C 0.694 -2.960 1.239
C 0.844 -3.758 -7.936
C 1.992 1.751 1.095
C 0.819 2.682 3.210
C 0.986 -3.321 -5.589
C 3.270 -4.457 -5.863
C 1.509 -2.794 0.092
C -3.102 2.502 1.196
C 5.211 1.008 0.347
C -0.861 4.699 0.812
C -0.558 3.248 2.797
C 4.410 0.978 -0.926
C -4.975 -1.089 2.793
C -4.529 -3.282 4.044
C 2.474 -3.330 -5.212
C 2.271 0.689 0.281
C 1.214 1.562 2.279
C -5.306 -1.971 4.005
C 0.966 -0.779 1.735
C 0.731 0.322 2.572
H -2.979 5.202 0.816
H 0.270 -3.935 1.449
H 3.478 -4.249 -6.913
H -2.176 5.528 2.359
H -6.369 -2.221 3.921
H -0.699 4.217 3.275
H 0.702 2.240 4.197
H 0.551 -4.764 -7.619
H -1.299 2.556 3.202
H 2.958 -1.821 -6.467
H 2.736 -5.408 -5.802
H -2.183 -1.715 3.344
H -5.737 -0.308 2.724
H -3.581 3.079 0.406
H -4.989 -3.967 4.756
H -1.845 -0.452 2.158
H 0.135 0.162 3.461
H -1.902 6.561 0.959
H 0.468 -2.647 -4.902
H 5.413 2.040 0.633
H -4.177 -0.891 5.288
H 2.513 -3.483 -4.129
H -3.278 2.981 2.153
H -3.535 1.507 1.171
H 2.212 3.852 1.503
H 3.611 3.115 0.811
H 1.568 3.464 3.256
H -5.020 -1.672 1.863
H 0.545 -4.320 -5.462
H -5.725 -0.454 5.307
H 1.866 -3.788 -8.323
H 0.184 -3.440 -8.742
H -3.497 -3.129 4.360
H -0.877 4.620 -0.274
H 4.229 -4.574 -5.361
H 1.700 -3.641 -0.555
H 6.174 0.533 0.184
H 4.671 0.497 1.138
H 0.055 5.237 1.063
H -4.518 -3.766 3.065
H -2.823 -1.848 1.684
H 2.668 -1.322 -4.965
*
```

Here are the Löwdin charges for atoms 1 to 8, given in e: 0.87, 0.98, 0.64, -0.21, 0.13, 0.00, -0.19, 0.14